1.
Below is a structure of composition C35H33N9O4S2Sc, with properties calculated with ωB97M-V/def2-TZVPD.

Atoms and positions in Å:
1 Sc 0.46 1.08 -0.38
2 C 1.56 2.21 2.57
3 C 0.39 1.59 3.33
4 C 0.02 0.19 2.92
5 C -0.20 -0.76 3.91
6 C -0.64 -2.02 3.56
7 C -0.85 -2.29 2.21
8 C -0.60 -1.29 1.29
9 N -0.17 -0.06 1.62
10 N 1.24 2.75 1.23
11 C 0.29 3.87 1.34
12 C -0.39 4.15 0.03
13 C -1.34 5.16 -0.06
14 C -1.98 5.38 -1.26
15 C -1.63 4.58 -2.35
16 C -0.66 3.60 -2.17
17 N -0.06 3.38 -1.01
18 C 2.48 3.28 0.63
19 C 3.18 2.32 -0.30
20 C 4.54 2.07 -0.20
21 C 5.15 1.28 -1.17
22 C 4.39 0.82 -2.23
23 C 3.04 1.13 -2.26
24 N 2.43 1.83 -1.30
25 H 2.34 1.45 2.45
26 H 1.97 3.03 3.20
27 H -0.51 2.20 3.24
28 H 0.65 1.58 4.39
29 H -0.02 -0.52 4.94
30 H -0.83 -2.77 4.31
31 H -1.21 -3.25 1.89
32 H -0.77 -1.48 0.24
33 H 0.79 4.78 1.71
34 H -0.49 3.62 2.07
35 H -1.57 5.76 0.81
36 H -2.73 6.15 -1.36
37 H -2.09 4.72 -3.31
38 H -0.36 2.96 -2.99
39 H 3.17 3.61 1.41
40 H 2.22 4.14 0.01
41 H 5.12 2.48 0.61
42 H 6.20 1.05 -1.11
43 H 4.84 0.24 -3.03
44 H 2.42 0.81 -3.09
45 S -3.07 1.99 1.05
46 C -3.67 0.66 2.03
47 C -3.95 0.74 3.38
48 C -4.30 -0.41 4.09
49 C -4.46 -0.36 5.49
50 N -4.54 -0.32 6.63
51 C -4.39 -1.64 3.41
52 C -4.16 -1.71 2.04
53 C -3.79 -0.57 1.35
54 S -3.39 -0.50 -0.36
55 C -4.65 -2.84 4.11
56 N -4.81 -3.84 4.66
57 H -3.91 1.69 3.89
58 H -4.26 -2.65 1.52
59 O -1.37 1.15 -0.81
60 N -2.22 0.74 0.09
61 C -0.28 -5.13 -2.49
62 C -0.33 -3.63 -2.22
63 C 0.76 -2.79 -2.95
64 C 0.74 -3.01 -4.48
65 C 1.61 -4.12 -5.07
66 C 2.06 -3.13 -2.26
67 O 2.76 -4.08 -2.50
68 N 2.39 -2.31 -1.18
69 C 1.76 -1.16 -0.83
70 O 2.13 -0.48 0.15
71 N 0.75 -0.70 -1.57
72 C 0.30 -1.35 -2.69
73 O -0.49 -0.79 -3.42
74 H -0.96 -5.64 -1.82
75 H 0.72 -5.53 -2.34
76 H -0.59 -5.35 -3.51
77 H -0.23 -3.46 -1.14
78 H -1.30 -3.24 -2.54
79 H 1.03 -2.07 -4.95
80 H -0.30 -3.19 -4.76
81 H 2.66 -3.92 -4.93
82 H 1.40 -4.18 -6.14
83 H 1.39 -5.09 -4.63
84 H 3.20 -2.59 -0.63

Summary:
Energy relative to the best compared isomer or geometry (same formula, charge and spin)   128.9 kJ/mol
E   -3704.35887 Ha
Frontier orbital gap   7.4 eV
Net charge   +1

Mulliken population analysis, charges in e, atoms 1 to 8: number 1, Sc, carries -1.183; number 2, C, carries -1.112; number 3, C, carries -1.393; number 4, C, carries 0.825; number 5, C, carries -1.221; number 6, C, carries -0.836; number 7, C, carries -1.464; number 8, C, carries 0.143

=====

2.
Below is a structure of composition C35H34BBaN16O2S, with properties calculated with ωB97M-V/def2-TZVPD.

Atoms and positions in Å:
1 Ba 12.48 10.64 12.56
2 C 13.04 13.71 7.73
3 C 13.41 13.76 9.08
4 C 12.87 14.72 9.93
5 C 12.10 15.79 9.35
6 C 11.64 15.57 8.03
7 C 12.10 14.58 7.20
8 N 15.07 11.38 12.37
9 C 15.83 12.00 13.31
10 C 17.21 12.69 12.82
11 C 17.93 13.61 13.85
12 C 17.83 13.35 15.20
13 C 17.16 12.06 15.43
14 C 15.76 12.01 14.71
15 N 14.53 11.69 15.62
16 N 13.76 10.67 14.93
17 C 12.85 10.08 15.71
18 C 12.90 10.10 17.09
19 C 12.18 9.09 17.71
20 C 11.03 8.48 17.14
21 C 10.89 8.76 15.78
22 N 11.85 9.30 15.10
23 H 13.42 12.89 7.13
24 H 14.11 13.03 9.43
25 H 13.23 14.71 10.95
26 H 10.83 16.19 7.70
27 H 11.82 14.41 6.16
28 H 17.01 13.28 11.92
29 H 18.32 14.56 13.49
30 H 18.52 13.69 15.96
31 H 16.89 11.83 16.47
32 H 13.44 10.82 17.70
33 H 12.48 8.75 18.71
34 H 10.37 7.82 17.72
35 H 10.04 8.43 15.23
36 C 18.58 10.76 13.68
37 C 18.07 10.94 14.95
38 N 14.28 12.70 16.29
39 N 17.33 10.93 11.40
40 C 18.12 11.55 12.46
41 B 15.92 10.71 11.53
42 N 11.72 16.86 10.12
43 C 12.21 17.03 11.40
44 C 11.23 17.67 12.11
45 C 10.19 17.93 11.17
46 N 10.49 17.55 9.94
47 N 15.36 9.96 10.33
48 C 15.87 10.16 9.08
49 C 15.16 9.37 8.19
50 C 13.95 9.06 8.86
51 N 14.07 9.34 10.21
52 H 19.42 10.05 13.47
53 H 18.34 10.15 15.70
54 H 19.04 11.87 11.95
55 H 17.70 10.64 10.30
56 H 13.10 16.54 11.76
57 H 11.24 18.08 13.09
58 H 9.28 18.46 11.33
59 H 16.90 10.54 8.88
60 H 15.44 8.92 7.23
61 H 13.02 8.71 8.38
62 C 7.56 9.42 10.30
63 C 8.69 8.45 10.63
64 N 8.49 7.17 10.72
65 N 9.68 6.65 11.15
66 C 10.64 7.56 11.42
67 S 12.08 7.27 12.27
68 N 10.02 8.76 10.94
69 N 10.42 10.13 10.85
70 H 7.18 9.78 11.24
71 H 6.71 8.83 9.86
72 H 7.86 10.26 9.70
73 H 9.81 5.68 11.21
74 H 9.69 10.80 11.11
75 H 10.59 10.35 9.87
76 O 10.12 12.09 15.52
77 N 10.61 12.17 14.39
78 N 9.73 12.74 13.44
79 O 10.10 12.55 12.21
80 C 8.33 12.80 13.73
81 C 7.91 13.32 14.97
82 C 6.58 13.74 15.07
83 C 5.67 13.31 14.11
84 C 6.10 12.62 13.00
85 C 7.48 12.54 12.68
86 H 8.59 13.47 15.81
87 H 6.30 14.35 15.95
88 H 4.61 13.60 14.25
89 H 5.33 12.08 12.38
90 H 7.88 12.23 11.72

Summary:
E   -2828.95608 Ha
Frontier orbital gap   5.6 eV
Net charge   -1

Mulliken population analysis, charges in e, atoms 1 to 8: number 1, Ba, carries 0.952; number 2, C, carries -0.414; number 3, C, carries -0.794; number 4, C, carries -0.268; number 5, C, carries 0.555; number 6, C, carries -0.184; number 7, C, carries -0.688; number 8, N, carries 1.397

=====

For each record above, in turn, the calculated LUMO level values are -2.80; 1.84 eV.
For each record above, in turn, the calculated HOMO values are -10.18; -3.80 eV.